Entry w
A molecular structure, C6H14O2. Source: OMol25; level of theory: ωB97M-V/def2-TZVPD.

The geometry in ORCA input format:
```
! RIJCOSX wB97M-V def2-TZVPD def2/J DEFGRID3
* xyz 1 2
C -2.183 0.777 -1.352
O 1.344 -1.370 2.938
C -1.303 -0.427 -1.497
C 0.135 -0.455 -0.809
C 0.442 0.854 -0.160
C 0.744 0.953 1.172
C 0.329 2.088 -0.951
H -2.835 1.053 -2.189
H -2.831 0.708 -0.472
H 1.523 -1.427 3.889
H -0.976 0.227 -2.354
H -1.440 -1.472 -1.755
H 0.838 -0.615 -1.638
H 0.387 -1.133 0.007
H 0.680 0.123 1.887
H 0.774 1.990 1.531
H 0.801 1.998 -1.945
H -0.619 2.619 -1.164
H 0.955 2.862 -0.475
H 0.987 -3.941 1.805
H 1.195 -2.333 2.150
O 1.052 -3.079 1.380
*
```

Summary:
Gap between HOMO and LUMO (alpha / beta), eV: 9.01 / 5.31
Expectation value of S²: 1.30
LUMO level (alpha / beta), eV: -5.70 / -8.08

Entry x
3 unconnected molecules or ions with the total composition C6H14O2. Source: OMol25; level of theory: ωB97M-V/def2-TZVPD.

The geometry in ORCA input format:
```
! RIJCOSX wB97M-V def2-TZVPD def2/J DEFGRID3
* xyz 1 2
C 2.140 0.398 -0.528
O 1.802 -0.597 -1.490
C 1.693 0.076 0.941
C 0.619 -1.015 1.040
C -0.587 -0.760 0.242
C -1.869 -0.632 0.505
C -3.019 -0.510 -0.447
H 3.223 0.494 -0.570
H 1.735 1.372 -0.804
H 0.849 -0.596 -1.562
H 2.566 -0.232 1.509
H 1.269 1.001 1.329
H 1.050 -1.968 0.705
H 0.281 -1.138 2.075
H -0.656 0.115 -1.516
H -2.158 -0.627 1.558
H -3.114 0.547 -0.712
H -3.949 -0.820 0.019
H -2.876 -1.103 -1.350
H -0.729 1.426 -0.228
H -1.323 2.855 -0.260
O -0.612 2.319 0.112
*
```

Summary:
Gap between HOMO and LUMO (alpha / beta), eV: 7.76 / 5.48
Expectation value of S²: 0.81
LUMO level (alpha / beta), eV: -6.74 / -8.93

Stability verdict: entry x, ahead by 0.0951 hartree

Entry w
A gas-phase ion, C5H6N3 (charge +1). Source: OMol25; level of theory: ωB97M-V/def2-TZVPD.

The geometry in ORCA input format:
```
! RIJCOSX wB97M-V def2-TZVPD def2/J DEFGRID3
* xyz 1 1
C 0.764 -1.817 -1.046
C 0.349 -0.676 -0.238
C 1.284 0.118 0.464
C 0.808 1.241 1.013
N 0.604 2.229 1.632
N -0.825 -0.137 -0.302
C -1.777 0.504 -0.004
N -2.806 1.031 0.318
H 1.218 -2.734 -0.632
H 1.617 -1.561 -1.661
H -0.081 -2.162 -1.555
H 2.322 -0.152 0.313
H 0.204 3.107 1.717
H -3.680 1.009 -0.018
*
```

Summary:
Gap between HOMO and LUMO, eV: 8.73
SMILES: C/C(C=C=N)=N/C#[NH+]
LUMO level, eV: -5.16

Entry x
A gas-phase ion, C5H6N3 (charge +1). Source: OMol25; level of theory: ωB97M-V/def2-TZVPD.

The geometry in ORCA input format:
```
! RIJCOSX wB97M-V def2-TZVPD def2/J DEFGRID3
* xyz 1 1
C -1.642 -1.341 1.374
N -0.529 -0.796 1.585
C 0.369 0.111 1.641
C 1.362 0.681 0.799
N 1.466 0.967 -0.554
C 0.879 0.534 -1.601
C -0.104 0.146 -2.320
N -1.018 -0.243 -2.967
H -2.388 -0.899 0.872
H -1.637 -2.353 1.777
H 0.358 0.333 2.766
H 2.129 1.103 1.307
H 2.168 1.623 -0.838
H -1.412 0.135 -3.841
*
```

Summary:
Gap between HOMO and LUMO, eV: 6.88
SMILES: C=N/C=C\[NH+]=C=C=N
LUMO level, eV: -5.69

Stability verdict: entry w, ahead by 0.1030 hartree

Entry w
2 unconnected molecules or ions with the total composition C2H7OPS. Source: OMol25; level of theory: ωB97M-V/def2-TZVPD.

The geometry in ORCA input format:
```
! RIJCOSX wB97M-V def2-TZVPD def2/J DEFGRID3
* xyz 0 1
C -0.014 -0.274 -1.574
C -0.462 -0.230 -0.174
P 0.491 0.638 0.866
O -0.184 0.145 2.304
H 1.079 -0.205 -1.861
H -0.325 -1.260 -2.009
H -0.470 0.453 -2.127
H -1.065 -1.055 0.268
H -0.867 -0.507 2.188
S -4.590 0.029 -1.104
H -5.838 -0.357 -1.307
H -4.211 -0.421 -2.353
*
```

Summary:
Gap between HOMO and LUMO, eV: 9.24
SMILES: C/C=P/O.S
LUMO level, eV: 0.51

Entry x
2 unconnected molecules or ions with the total composition C2H7OPS. Source: OMol25; level of theory: ωB97M-V/def2-TZVPD.

The geometry in ORCA input format:
```
! RIJCOSX wB97M-V def2-TZVPD def2/J DEFGRID3
* xyz 0 1
C -1.893 -0.149 -0.654
C -1.001 0.393 0.436
S -0.021 1.912 -0.048
H -1.372 0.052 -1.582
H -2.020 -1.264 -0.547
H -2.907 0.158 -0.421
H -0.224 -0.301 0.718
H -1.452 0.431 1.444
H 0.547 1.178 -1.031
O 2.277 -0.716 0.147
P 3.623 -0.283 0.514
H 4.442 -1.412 1.025
*
```

Summary:
Gap between HOMO and LUMO, eV: 7.63
SMILES: CCS.O=P
LUMO level, eV: -1.15

Stability verdict: entry w, ahead by 0.0141 hartree

Entry w
C4H6N4 in the gas phase. Source: OMol25; level of theory: ωB97M-V/def2-TZVPD.

The geometry in ORCA input format:
```
! RIJCOSX wB97M-V def2-TZVPD def2/J DEFGRID3
* xyz 0 1
C 0.037 1.512 -0.131
C 1.360 1.051 -0.051
N 1.926 -0.074 0.204
N 1.308 -1.270 0.078
C 0.021 -1.707 -0.090
N -1.220 -1.386 -0.103
N -1.736 -0.230 0.196
C -1.225 1.052 0.043
H 0.064 2.599 -0.308
H 2.127 1.781 -0.044
H 1.947 -2.086 -0.025
H 0.073 -2.843 -0.200
H -2.701 -0.202 0.127
H -1.980 1.804 0.304
*
```

Summary:
Gap between HOMO and LUMO, eV: 9.25
SMILES: c1cn[nH]cn[nH]c1
LUMO level, eV: 0.80

Entry x
C4H6N4 in the gas phase. Source: OMol25; level of theory: ωB97M-V/def2-TZVPD.

The geometry in ORCA input format:
```
! RIJCOSX wB97M-V def2-TZVPD def2/J DEFGRID3
* xyz 0 1
C 0.234 -0.788 -1.294
C 0.863 -0.570 -0.042
C -0.385 0.245 -2.008
C -0.328 1.422 -0.096
N -0.588 1.357 -1.351
N 0.736 -1.428 0.910
N -0.828 1.604 1.002
N -0.692 1.324 2.228
H 0.118 -1.873 -1.511
H 1.301 0.397 0.051
H -0.866 0.206 -2.958
H 1.200 -1.246 1.736
H 0.542 -2.397 0.491
H -1.308 1.747 2.841
*
```

Summary:
Gap between HOMO and LUMO, eV: 7.21
LUMO level, eV: 0.22

Entry y
C4H6N4 in the gas phase. Source: OMol25; level of theory: ωB97M-V/def2-TZVPD.

The geometry in ORCA input format:
```
! RIJCOSX wB97M-V def2-TZVPD def2/J DEFGRID3
* xyz 0 1
N -0.468 0.663 -3.633
C -0.143 0.613 -2.523
C -0.004 0.181 -1.199
N 0.293 -1.033 -0.968
C 0.335 -1.398 0.447
C -0.251 -0.299 1.319
N 0.365 0.967 1.024
N -0.057 1.224 -0.315
H 1.300 -1.586 0.766
H -0.289 -2.276 0.480
H -1.329 -0.186 1.320
H 0.070 -0.693 2.334
H -0.141 1.687 1.643
H 0.318 2.136 -0.695
*
```

Summary:
Gap between HOMO and LUMO, eV: 9.52
SMILES: N#CC1=NCCNN1
LUMO level, eV: 0.62

Stability verdict: entry y, ahead by 0.0264 hartree